Density functional theory data (ωB97M-V/def2-TZVPD) for a 7-piece molecular cluster, C11H36N10O7 overall at a distorted geometry.

Results
2S+1: 1
Net charge: 0
Structure (SMILES): NC(N)=O.NC(N)=O.NC(N)=O.NC(N)=O.NC(N)=O.CC(C)O.CC(C)O
HOMO level: -9.029 eV
Lowest unoccupied orbital energy: 0.70 eV
Energy relative to the best compared isomer or geometry (same formula, charge and spin): 52.2 kcal per mole

Positions of all 64 atoms, in Å:
N1 3.30499 -1.84574 7.84290
C1 2.80307 -1.27430 8.97222
N2 1.73160 -0.47530 8.78829
O1 3.33052 -1.46483 10.09539
H1 3.78730 -2.73664 7.86326
H2 3.02523 -1.48632 6.94786
H3 1.26859 -0.07648 9.60268
H4 1.19465 -0.58320 7.93893
N3 -1.54633 3.59199 7.41132
C2 -0.82224 2.62405 8.05717
N4 -1.03646 2.52118 9.40022
O2 -0.16571 1.77701 7.46271
H5 -2.27192 4.09190 7.88732
H6 -1.59488 3.50644 6.41219
H7 -1.56984 3.21507 9.88742
H8 -0.39509 1.90266 9.87833
N5 0.47220 0.81814 13.35789
C3 0.78163 0.20826 12.17760
N6 1.50073 -0.94266 12.27027
O3 0.34278 0.61319 11.09577
H9 0.93804 0.53267 14.19771
H10 -0.08905 1.64240 13.25815
H11 2.02225 -1.22970 11.43424
H12 1.95362 -1.07282 13.16131
N7 4.44932 -3.07514 14.84080
C4 4.29155 -2.21653 13.77481
N8 4.34551 -2.81984 12.54050
O4 4.04275 -1.02622 13.91727
H13 4.59710 -4.03165 14.57808
H14 4.72310 -2.67160 15.71625
H15 3.87661 -2.29293 11.80421
H16 4.55508 -3.79789 12.47258
N9 7.52866 -4.23350 9.16641
C5 6.37988 -3.52009 8.94260
N10 6.19901 -2.41446 9.69893
O5 5.64156 -3.81094 8.00192
H17 7.73250 -4.99008 8.54387
H18 8.10659 -4.00390 9.95170
H19 6.79028 -2.16374 10.46616
H20 5.34673 -1.91457 9.48975
C6 3.20009 -1.18426 5.37709
C7 2.36663 0.04239 5.71541
C8 1.87099 0.74426 4.45704
O6 1.25935 -0.43549 6.48378
H21 2.56458 -1.94860 4.92322
H22 3.63951 -1.64618 6.25949
H23 3.92139 -0.90523 4.60705
H24 2.93023 0.74821 6.33783
H25 2.71203 1.17519 3.90883
H26 1.34180 1.65762 4.75773
H27 1.15666 0.12020 3.92732
H28 0.82077 0.32135 6.90265
C9 1.58082 -4.56452 11.38864
C10 2.19422 -5.65957 10.51937
C11 2.92291 -5.11441 9.30613
O7 3.12365 -6.48545 11.24791
H29 2.27252 -3.90440 11.90548
H30 1.00787 -5.11085 12.14448
H31 0.89383 -3.95798 10.79840
H32 1.37374 -6.30884 10.19208
H33 3.31912 -5.89622 8.66382
H34 3.75711 -4.53192 9.70782
H35 2.28121 -4.42164 8.76178
H36 2.64834 -7.27747 11.50864

Atoms 1-2, force components in eV/Å:
N -0.5 -0.3 3.0
C -0.3 -0.2 0.4

Density functional theory data (ωB97M-V/def2-TZVPD) for a 8-piece molecular cluster, C11H38N6O8 overall at a distorted geometry.

Results
2S+1: 1
Net charge: 0
Structure (SMILES): NC(N)=O.NC(N)=O.NC(N)=O.CCO.CCO.CCO.CO.CO
HOMO level: -9.070 eV
Lowest unoccupied orbital energy: 0.22 eV
Energy relative to the best compared isomer or geometry (same formula, charge and spin): 89.1 kcal per mole

Positions of all 63 atoms, in Å:
N1 0.39619 -0.02432 -2.37945
C1 0.01009 -1.06246 -1.66581
N2 -0.01580 -0.75951 -0.39030
O1 -0.27083 -2.34977 -2.09287
H1 0.53266 -0.17124 -3.35639
H2 0.60605 0.98129 -2.07303
H3 -0.22559 -1.50314 0.30490
H4 0.55328 0.03438 -0.03478
N3 -2.68945 1.99138 -5.42928
C2 -1.76792 1.41160 -4.76126
N4 -2.25155 0.36792 -4.15011
O2 -0.48412 1.88839 -4.59263
H5 -2.34390 2.70648 -6.04088
H6 -3.61399 1.73830 -5.55720
H7 -1.66039 -0.12515 -3.43804
H8 -2.96726 -0.19046 -4.66900
N5 0.90338 2.48066 -1.36698
C3 1.58689 3.39631 -1.98403
N6 0.83777 3.75587 -3.02458
O3 2.87812 3.88437 -1.72779
H9 1.38531 1.99763 -0.53465
H10 -0.12073 2.50613 -1.49571
H11 1.15334 4.57848 -3.62878
H12 0.33750 3.02746 -3.56327
C4 2.07190 -1.87277 2.79229
C5 3.29059 -2.54777 3.37454
O4 3.03514 -3.02532 4.70537
H13 2.32866 -1.17998 1.98994
H14 1.48077 -1.28338 3.49509
H15 1.43569 -2.58268 2.35510
H16 4.18844 -1.88225 3.36471
H17 3.54304 -3.45815 2.76571
H18 2.18896 -3.39717 4.70640
C6 -1.61566 -3.03290 1.62017
C7 -1.19131 -4.20027 0.67296
O5 -1.91815 -4.06475 -0.53871
H19 -0.85294 -2.85848 2.27615
H20 -2.60059 -3.11891 2.01829
H21 -1.72318 -2.13359 1.01545
H22 -1.36285 -5.19652 1.04486
H23 -0.16684 -4.11685 0.48592
H24 -1.34918 -3.65408 -1.22178
C8 -1.29072 1.78797 3.26395
C9 -0.52416 0.54074 3.09965
O6 -0.81190 -0.36088 4.17550
H25 -1.08842 2.12257 4.29589
H26 -2.37401 1.45218 3.16691
H27 -1.05342 2.62229 2.53009
H28 0.52704 0.79935 3.04045
H29 -0.75066 0.01837 2.18588
H30 -1.71549 -0.76243 4.07345
C10 -1.86951 1.93318 0.17788
O7 -1.79600 1.38019 -1.07656
H31 -2.38897 2.82911 0.16326
H32 -0.84658 2.07026 0.40198
H33 -2.37732 1.18206 0.90197
H34 -1.43422 0.48966 -0.94356
C11 2.86458 0.70628 -0.06022
O8 1.70070 1.05140 0.74301
H35 3.46055 1.55163 -0.41270
H36 2.63086 0.19279 -1.02506
H37 3.48790 -0.01835 0.45776
H38 2.09823 1.45682 1.56992

Atoms 1-2, force components in eV/Å:
N 0.5 0.9 -2.1
C -0.2 -6.2 -2.0

Density functional theory data (ωB97M-V/def2-TZVPD) for a 7-piece molecular cluster, C11H38O13P2 overall at a distorted geometry.

Results
2S+1: 1
Net charge: 0
Structure (SMILES): COP(=O)(OC)OC.COP(=O)(OC)OC.CO.CO.CO.CO.CO
HOMO level: -9.714 eV
Lowest unoccupied orbital energy: 0.60 eV
Energy relative to the best compared isomer or geometry (same formula, charge and spin): 0.0 kcal per mole

Positions of all 64 atoms, in Å:
C1 0.23399 6.21112 4.08968
O1 1.20508 5.85415 3.11324
P1 0.85045 4.72474 2.07270
O2 -0.33445 4.96966 1.25806
O3 2.25139 4.59728 1.38660
C2 2.31326 3.82408 0.19070
O4 0.76035 3.37526 2.91498
C3 -0.50768 2.77054 3.14307
H1 -0.60915 6.71495 3.61714
H2 0.72302 6.90110 4.77458
H3 -0.09218 5.34454 4.66761
H4 1.43817 3.98698 -0.44257
H5 2.34474 2.75791 0.43313
H6 3.20027 4.07046 -0.38393
H7 -0.93843 3.01468 4.11629
H8 -0.32426 1.69353 3.16109
H9 -1.21415 2.95498 2.34020
C4 -0.72870 -6.59225 -1.58431
O5 -1.14960 -5.51362 -2.45199
P2 -0.59942 -4.06783 -2.20178
O6 0.75779 -3.91953 -1.66882
O7 -0.78398 -3.41571 -3.62309
C5 -0.22885 -2.10778 -3.85443
O8 -1.68640 -3.39768 -1.25327
C6 -2.81900 -2.67040 -1.71981
H10 -0.43952 -6.20934 -0.61012
H11 0.08497 -7.13555 -2.05902
H12 -1.57488 -7.26907 -1.50485
H13 0.09212 -1.65085 -2.92137
H14 -0.95106 -1.47383 -4.36634
H15 0.60907 -2.24441 -4.53509
H16 -2.69859 -1.60041 -1.53300
H17 -3.70403 -3.02770 -1.20128
H18 -2.95939 -2.76187 -2.79783
C7 3.26384 -3.85037 -3.79790
O9 3.24231 -2.75618 -2.88060
H19 2.38967 -4.46526 -3.58590
H20 3.19220 -3.44019 -4.80671
H21 4.22137 -4.36682 -3.71203
H22 2.77677 -3.01374 -2.07739
C8 1.02204 -0.31755 5.58627
O10 2.42180 -0.25963 5.71721
H23 0.83329 -0.80669 4.63074
H24 0.51173 -0.87036 6.38347
H25 0.51258 0.65404 5.55183
H26 2.68913 0.47773 6.27055
C9 -0.13562 1.49972 -2.78566
O11 -1.42110 1.68201 -3.38112
H27 0.48374 0.93127 -3.49155
H28 0.32291 2.45006 -2.51882
H29 -0.19668 0.82790 -1.92988
H30 -1.27989 2.09054 -4.23894
C10 -3.16229 1.96260 -0.30285
O12 -2.71073 1.41842 0.93778
H31 -2.83275 1.24432 -1.05138
H32 -4.24833 2.05555 -0.35932
H33 -2.67354 2.91389 -0.52214
H34 -2.95401 1.99765 1.66358
C11 0.00660 -0.94383 0.91095
O13 1.17766 -1.46759 0.32362
H35 0.26189 -0.59922 1.91489
H36 -0.31810 -0.01801 0.40822
H37 -0.85542 -1.61202 0.91371
H38 0.93798 -2.12636 -0.33675

Atoms 1-2, force components in eV/Å:
C 0.0 0.3 0.2
O 0.3 0.0 0.0

Number 1: orbital gap 9.73 eV. Number 2: orbital gap 9.29 eV. Number 3: orbital gap 10.31 eV.